138
Properties=species:S:1:pos:R:3 method="wB97M-V/def2-TZVPD" smiles=CCCCCCN[C@H](S)COC[C@@H](Cl)[C@@H](C)Cl.c1ccccc1.c1ccccc1.c1ccccc1.c1ccccc1.c1ccccc1.c1ccccc1.c1ccccc1.c1ccccc1 charge=0 homo_ev=-9.03 lumo_energy_ev=0.55 total_energy_ha=-3778.6098
C -2.18750 -2.94929 0.10748
C -1.71173 -2.69450 -1.33091
C -0.72112 -1.52368 -1.47954
C 0.53387 -1.88412 -2.28235
C 1.61709 -2.53634 -1.41682
C 2.31882 -1.46122 -0.58434
N 3.45780 -1.87352 0.23224
C 3.20463 -2.92748 1.23023
S 1.61105 -2.75567 2.07017
C 4.38587 -3.00253 2.20446
O 5.12481 -4.18170 1.90453
C 5.96179 -4.61161 2.94157
C 5.24169 -5.16154 4.20162
Cl 5.28169 -3.94372 5.51551
C 3.85133 -5.74620 3.86117
C 3.96459 -7.25524 3.63395
Cl 2.57042 -5.43688 5.07169
H -2.15414 -2.02988 0.70059
H -1.56271 -3.68928 0.61678
H -3.21436 -3.32686 0.13573
H -2.58183 -2.49452 -1.95698
H -1.24132 -3.60446 -1.71872
H -1.22583 -0.68405 -1.97075
H -0.43576 -1.15947 -0.48691
H 0.25329 -2.53976 -3.11312
H 0.95919 -0.97800 -2.73455
H 2.36103 -3.03581 -2.05049
H 1.15985 -3.29831 -0.77179
H 2.70310 -0.71653 -1.29386
H 1.59143 -0.93870 0.04029
H 4.14376 -2.25110 -0.41446
H 3.15694 -3.91589 0.75192
H 2.05263 -1.89169 2.99080
H 5.01152 -2.11595 2.04043
H 4.06252 -3.02085 3.24933
H 6.64000 -3.80919 3.25629
H 6.57112 -5.41065 2.51114
H 5.85689 -5.97765 4.58664
H 3.47471 -5.27147 2.95942
H 3.13728 -7.62102 3.02199
H 4.89815 -7.48793 3.11241
H 3.94733 -7.79056 4.58481
C -0.29500 3.97396 0.66884
C 0.72129 3.10360 1.03965
C 1.21360 2.18184 0.12558
C 0.69158 2.13426 -1.16085
C -0.32399 3.00472 -1.53333
C -0.81742 3.92288 -0.61650
H -0.67942 4.69338 1.38049
H 1.12937 3.14286 2.04169
H 2.00426 1.50038 0.41530
H 1.07829 1.41625 -1.87355
H -0.73405 2.96569 -2.53507
H -1.61235 4.60015 -0.90273
C -2.24913 4.26359 -5.00196
C -2.59108 4.99284 -3.87129
C -3.90137 5.41042 -3.68281
C -4.87017 5.10446 -4.62780
C -4.52929 4.38162 -5.76317
C -3.22074 3.95288 -5.94607
H -1.22581 3.94144 -5.15094
H -1.83525 5.24123 -3.13652
H -4.16417 5.98722 -2.80504
H -5.88972 5.43663 -4.47877
H -5.28454 4.15067 -6.50382
H -2.95422 3.38964 -6.83119
C -2.96607 9.02348 -4.26832
C -1.81658 8.50339 -3.68989
C -1.19110 9.18032 -2.65204
C -1.71618 10.38052 -2.19191
C -2.86521 10.90170 -2.77023
C -3.49012 10.22343 -3.80824
H -3.45350 8.48862 -5.07377
H -1.41207 7.56576 -4.04768
H -0.29442 8.77304 -2.20170
H -1.22947 10.90952 -1.38254
H -3.27484 11.83721 -2.41125
H -4.38613 10.63096 -4.25883
C 0.49114 -10.46044 5.86255
C 0.93869 -9.15560 5.70754
C 0.23980 -8.27039 4.89839
C -0.91120 -8.69212 4.24614
C -1.36041 -9.99637 4.40067
C -0.65864 -10.88095 5.20834
H 1.03624 -11.14917 6.49542
H 1.83162 -8.82246 6.22239
H 0.59710 -7.25685 4.77975
H -1.45847 -8.00211 3.61635
H -2.25837 -10.32409 3.89259
H -1.00880 -11.89815 5.32902
C 10.71788 -2.30821 8.95776
C 9.49754 -1.85436 9.43900
C 8.34211 -2.04896 8.69496
C 8.40540 -2.69810 7.46967
C 9.62623 -3.15186 6.98958
C 10.78238 -2.95715 7.73255
H 11.61900 -2.15625 9.53795
H 9.44719 -1.34933 10.39512
H 7.39052 -1.69471 9.07029
H 7.50642 -2.85382 6.88767
H 9.67610 -3.65894 6.03409
H 11.73416 -3.31043 7.35677
C 3.80250 4.96499 -0.34783
C 5.09857 5.31075 -0.70464
C 5.34727 5.88917 -1.94202
C 4.29921 6.12239 -2.82159
C 3.00333 5.77615 -2.46317
C 2.75358 5.19629 -1.22691
H 3.60615 4.51177 0.61568
H 5.91601 5.12987 -0.01820
H 6.35818 6.15785 -2.22093
H 4.49259 6.57429 -3.78620
H 2.18529 5.95791 -3.14950
H 1.74432 4.92174 -0.94973
C -7.80569 3.12959 -2.09358
C -9.16501 3.38859 -1.97721
C -9.99257 3.26101 -3.08379
C -9.46032 2.87369 -4.30634
C -8.10257 2.60781 -4.42027
C -7.27392 2.73680 -3.31408
H -7.15898 3.23276 -1.23128
H -9.57897 3.69185 -1.02405
H -11.05175 3.46562 -2.99454
H -10.10608 2.77431 -5.16979
H -7.68844 2.29677 -5.37133
H -6.21396 2.53551 -3.40360
C -7.40997 -0.92474 -2.88748
C -6.43857 -1.86074 -2.55840
C -6.02175 -2.79058 -3.50260
C -6.56381 -2.77620 -4.77935
C -7.53233 -1.83915 -5.10929
C -7.95924 -0.91797 -4.16338
H -7.74467 -0.20323 -2.15296
H -6.01218 -1.87242 -1.56251
H -5.27707 -3.53044 -3.24262
H -6.23666 -3.50013 -5.51485
H -7.96139 -1.83236 -6.10338
H -8.72164 -0.19342 -4.41713


166
Properties=species:S:1:pos:R:3 method="wB97M-V/def2-TZVPD" relative_energy_kcal_mol=21.7 charge=0 homo_ev=-6.45 lumo_energy_ev=-0.12 total_energy_ha=-5708.7645
Y 0.12610 0.15780 -0.98226
C 0.95572 2.72573 -5.92850
C 1.27056 1.87630 -4.69637
C 2.48239 2.46849 -3.96860
P -0.08487 1.57944 -3.44525
C -1.25415 3.04789 -3.46208
C -0.51746 4.36577 -3.22707
C -2.19123 3.15636 -4.66365
C -1.13966 0.29046 -4.17044
C -1.10504 -0.03500 -5.52447
C -1.96346 -0.96236 -6.08907
C -1.94520 -1.27159 -7.56325
C -2.86227 -1.60054 -5.23792
C -2.89139 -1.32652 -3.88766
C -2.03490 -0.37181 -3.29550
N -2.06838 -0.09564 -1.93700
C -3.27762 -0.50502 -1.31317
C -4.47952 0.16569 -1.60885
C -4.48957 1.35756 -2.52178
C -5.67586 -0.27192 -1.05765
C -5.73827 -1.36991 -0.21326
C -7.04945 -1.84955 0.34916
C -4.54948 -2.02546 0.07369
C -3.33480 -1.61487 -0.45666
C -2.08756 -2.40068 -0.16957
H 1.74537 2.58175 -6.66928
H 0.93879 3.78508 -5.67573
H 0.00641 2.47008 -6.39371
H 1.53214 0.86053 -5.01225
H 2.25492 3.45854 -3.56719
H 3.32466 2.56675 -4.65749
H 2.79010 1.81790 -3.15501
H -1.85400 2.83835 -2.57142
H -0.05068 4.72096 -4.14538
H 0.25343 4.24894 -2.46760
H -1.21591 5.13447 -2.89131
H -1.68277 3.60897 -5.51514
H -3.04045 3.79373 -4.40595
H -2.57575 2.18451 -4.96678
H -0.39732 0.46622 -6.17304
H -1.37917 -0.52327 -8.11785
H -2.96021 -1.29991 -7.96236
H -1.48765 -2.24652 -7.74727
H -3.55175 -2.32930 -5.65086
H -3.59555 -1.85845 -3.26118
H -3.68051 2.03512 -2.25328
H -5.44344 1.88057 -2.45603
H -4.33246 1.05335 -3.55875
H -6.59398 0.25428 -1.30095
H -7.87739 -1.28112 -0.07339
H -7.07952 -1.73649 1.43554
H -7.20967 -2.90530 0.12400
H -4.57707 -2.90021 0.71458
H -2.32702 -3.34769 0.31765
H -1.43668 -1.82516 0.49686
H -1.55295 -2.59587 -1.10523
N -1.48295 3.43246 0.76803
C -0.22472 3.57289 0.34836
O 0.27307 2.84741 -0.51774
C 0.55221 4.70896 0.97579
I 0.46240 6.48542 -0.22696
H -1.90491 2.52672 0.59746
H -1.81250 3.90506 1.59307
H 1.60649 4.46366 1.03166
H 0.16480 4.97970 1.95266
S 3.42005 -0.11837 -1.80072
Sb 4.44577 -1.81194 -0.69706
C 6.42397 -1.05620 -0.35748
C 6.78733 0.20684 -0.80247
C 8.07271 0.68290 -0.58075
C 8.99769 -0.10385 0.08903
C 8.64099 -1.37289 0.52317
C 7.35829 -1.84908 0.29831
C 5.05885 -3.37441 -2.03208
C 5.38758 -2.91313 -3.29988
C 5.83947 -3.80286 -4.25970
C 5.96247 -5.15168 -3.95446
C 5.65565 -5.60222 -2.68057
C 5.20705 -4.71319 -1.71243
C 4.20246 -2.40520 1.36127
C 4.75818 -3.57996 1.84429
C 4.74457 -3.83709 3.21080
C 4.20297 -2.91400 4.09074
C 3.64239 -1.73970 3.60193
C 3.63328 -1.48904 2.23766
H 6.05467 0.81079 -1.32761
H 8.35290 1.66583 -0.93797
H 9.99864 0.26627 0.26901
H 9.36327 -1.99843 1.03209
H 7.09139 -2.84193 0.64047
H 5.27006 -1.86199 -3.54008
H 6.09186 -3.44186 -5.24800
H 6.29774 -5.85138 -4.70882
H 5.76187 -6.65008 -2.43030
H 4.96774 -5.09221 -0.72897
H 5.21540 -4.30160 1.18081
H 5.16942 -4.76196 3.57945
H 4.22988 -3.09967 5.15668
H 3.22085 -1.01198 4.28513
H 3.15607 -0.59369 1.85842
S 1.79736 -3.45001 -3.90624
C 1.10374 -2.24253 -3.11783
N 0.59093 -1.37249 -2.52010
N 0.39364 -3.50072 1.69986
C 0.72717 -3.27579 0.42785
O 1.14901 -2.17905 0.04658
C 0.52095 -4.41522 -0.54358
I 1.33440 -6.27499 0.13796
H 0.52944 -2.76862 2.37943
H 0.08783 -4.40449 2.01645
H 0.98717 -4.19151 -1.49916
H -0.54122 -4.59573 -0.69066
C 3.36178 1.97847 2.21639
C 2.81715 1.89554 0.81616
C 3.36028 2.87273 -0.18077
O 2.02825 1.02027 0.51553
H 3.33951 3.00252 2.58997
H 4.40560 1.65148 2.20120
H 2.78732 1.33540 2.88116
H 3.91075 3.68829 0.28432
H 2.55466 3.23697 -0.81638
H 4.02685 2.30839 -0.83959
C -0.43691 3.10091 4.38654
C -0.85294 1.96496 5.32369
C -1.95219 2.43092 6.27958
C 0.35735 1.47415 6.11505
O -1.35012 0.84636 4.59273
Si -2.16738 0.68677 3.17605
S -0.68839 0.44643 1.71009
O -3.07176 2.05511 3.01169
C -4.41554 2.36483 2.60050
C -4.51700 2.24983 1.08335
C -4.68386 3.80399 3.03561
C -5.43199 1.43636 3.26481
O -3.12883 -0.62602 3.31794
C -3.05469 -1.77008 4.17428
C -1.64537 -2.35882 4.12246
C -3.43141 -1.36850 5.60118
C -4.05899 -2.79227 3.65050
H 0.10631 3.87274 4.93363
H -1.32946 3.53191 3.93526
H 0.19369 2.69193 3.59399
H -1.62664 3.29831 6.85543
H -2.20889 1.62386 6.96694
H -2.84146 2.68990 5.70410
H 0.68405 2.23859 6.82080
H 1.18041 1.23836 5.43817
H 0.09350 0.57208 6.66791
H -3.99741 3.07450 0.59342
H -5.56109 2.26410 0.77416
H -4.08414 1.30198 0.76128
H -3.95410 4.48895 2.59838
H -4.63312 3.89532 4.12182
H -5.67848 4.10679 2.70718
H -5.21340 0.40859 2.99287
H -6.43874 1.69246 2.93356
H -5.37598 1.53339 4.35115
H -0.93562 -1.63535 4.52421
H -1.39555 -2.54526 3.07765
H -1.58616 -3.29115 4.68614
H -2.74505 -0.60087 5.95032
H -3.38368 -2.23137 6.26635
H -4.44373 -0.96113 5.61511
H -3.73226 -3.19277 2.69067
H -5.03737 -2.32896 3.51586
H -4.15413 -3.61544 4.35978